# C26H32F4N4O4PS2

A gas-phase ion, C26H32F4N4O4PS2 (charge +1) at a distorted geometry (ωB97M-V with the def2-TZVPD basis set, the OMol25 dataset).

Values from the calculation:
* net charge: +1
* total energy: -3066.4971 Eh
* orbital gap: 5.39 eV
* molar mass: 635.7 g mol⁻¹
* SMILES: CC(=O)N(C)CCCCc1cc2c(C)c(P(=O)(O)O)cc(C(F)(F)C(F)F)c2c(CCCSC(=S)n2ccnc2)[nH+]1

Structure (XYZ):
```
73
C26H32F4N4O4PS2 ωB97M-V with the def2-TZVPD basis set
C -5.261 3.664 0.683
C -4.862 3.166 -0.805
O -5.536 3.615 -1.776
N -3.705 2.240 -0.915
C -4.108 1.192 -1.927
C -2.563 3.075 -1.405
C -1.706 3.790 -0.239
C -1.410 2.813 1.034
C 0.162 2.923 1.355
C 1.040 1.706 0.736
C 2.264 1.256 1.553
C 3.140 0.116 0.925
C 4.399 -0.324 1.761
C 4.850 0.296 3.163
C 5.252 -1.457 1.146
P 6.781 -2.123 2.089
O 6.256 -2.728 3.392
O 7.985 -0.939 2.291
O 7.427 -3.427 1.150
C 4.860 -2.055 -0.253
C 3.621 -1.599 -1.110
C 3.478 -2.321 -2.502
F 4.764 -2.935 -2.841
F 3.289 -1.477 -3.642
C 2.499 -3.634 -2.493
F 1.939 -3.749 -3.799
F 3.208 -4.803 -2.067
C 2.724 -0.505 -0.465
C 1.435 -0.015 -1.165
C 0.765 -0.510 -2.506
C -0.874 -0.528 -2.486
C -1.405 -1.603 -1.417
S -1.847 -0.899 0.245
C -2.722 -2.308 1.100
S -1.920 -3.797 1.153
N -4.063 -2.206 1.695
C -5.279 -2.019 0.925
C -6.469 -1.983 1.921
N -5.867 -2.159 3.238
C -4.451 -2.303 3.096
N 0.695 1.077 -0.520
H -4.863 2.976 1.505
H -4.784 4.712 0.792
H -6.405 3.691 0.708
H -5.257 1.093 -2.022
H -3.746 0.138 -1.610
H -3.620 1.384 -2.961
H -1.836 2.503 -2.103
H -3.010 3.920 -2.049
H -0.738 4.168 -0.723
H -2.304 4.730 0.083
H -1.800 1.754 0.859
H -2.017 3.276 1.906
H 0.583 3.955 1.036
H 0.284 2.902 2.506
H 2.510 1.745 2.558
H 5.781 0.952 2.942
H 4.038 0.898 3.694
H 5.224 -0.506 3.911
H 8.071 -0.489 1.406
H 7.834 -2.969 0.369
H 5.583 -2.890 -0.595
H 1.625 -3.408 -1.775
H 1.084 0.222 -3.348
H 1.011 -1.554 -2.872
H -1.167 -0.939 -3.530
H -1.329 0.515 -2.399
H -0.528 -2.342 -1.234
H -2.275 -2.229 -1.811
H -5.277 -1.923 -0.217
H -7.561 -1.828 1.640
H -3.734 -2.474 3.967
H -0.161 1.494 -0.950
```

Mulliken population analysis, charges in e, atoms 1 to 2: number 1, C, carries -0.9722; number 2, C, carries 0.3940